65
Properties=species:S:1:pos:R:3:lowdin_charge:R:1 method="wB97M-V/def2-TZVPD" gap_ha=0.212 e_tot_ha=-1676.90376 e_above_lowest_kcal_mol=0.0 charge=0 homo_energy_ha=-0.2335
Ir -0.16 -0.20 0.19 1.02
C 2.51 1.17 -2.93 -0.21
C 2.77 -0.02 -2.01 -0.19
C 2.94 0.28 -0.51 -0.22
N 1.92 -0.33 0.35 -0.12
C 2.34 -0.91 1.48 -0.24
C 3.61 -0.64 2.05 -0.03
C 4.35 -1.31 3.00 -0.09
C 4.05 -2.46 3.72 -0.11
C 2.81 -3.08 3.73 -0.09
C 1.62 -2.71 3.12 -0.02
C 1.31 -1.70 2.19 -0.24
N 0.08 -1.42 1.79 -0.14
C -1.10 -1.93 2.48 -0.21
C -2.28 -2.14 1.54 -0.19
C -3.00 -0.88 1.10 -0.24
N -2.17 0.03 0.31 -0.19
C -2.75 0.97 -0.42 -0.25
C -4.12 1.27 -0.29 -0.02
C -4.94 2.15 -0.98 -0.09
C -4.66 2.98 -2.06 -0.11
C -3.42 3.12 -2.66 -0.09
C -2.20 2.56 -2.35 -0.02
C -1.81 1.68 -1.31 -0.25
N -0.54 1.37 -1.09 -0.18
C 0.51 2.17 -1.69 -0.22
C 1.05 1.62 -3.02 -0.19
H 2.84 0.91 -3.94 0.11
H 3.13 2.02 -2.62 0.11
H 3.69 -0.50 -2.35 0.11
H 1.98 -0.77 -2.14 0.02
H 2.99 1.36 -0.33 0.11
H 3.91 -0.12 -0.22 0.10
H 4.09 0.25 1.66 0.10
H 5.33 -0.88 3.20 0.11
H 4.82 -2.88 4.35 0.09
H 2.73 -3.96 4.35 0.10
H 0.79 -3.36 3.37 0.09
H -1.38 -1.20 3.25 0.13
H -0.90 -2.87 2.99 0.10
H -3.02 -2.74 2.08 0.12
H -1.97 -2.72 0.68 0.06
H -3.40 -0.36 1.98 0.12
H -3.86 -1.18 0.49 0.12
H -4.62 0.75 0.52 0.09
H -5.96 2.18 -0.63 0.10
H -5.48 3.56 -2.46 0.09
H -3.40 3.78 -3.53 0.11
H -1.40 2.83 -3.03 0.09
H 1.31 2.22 -0.96 0.09
H 0.16 3.20 -1.81 0.11
H 0.95 2.37 -3.80 0.11
H 0.43 0.77 -3.32 0.07
Te -0.68 -1.69 -1.83 1.11
C -0.11 -3.59 -1.12 -0.62
C 1.16 -3.81 -0.60 -0.15
C 1.53 -5.07 -0.14 -0.09
C 0.63 -6.13 -0.22 -0.10
C -0.63 -5.92 -0.76 -0.09
C -1.00 -4.66 -1.20 -0.17
H 1.87 -3.00 -0.56 0.08
H 2.52 -5.22 0.27 0.10
H 0.92 -7.12 0.13 0.10
H -1.33 -6.75 -0.83 0.10
H -2.00 -4.50 -1.59 0.09